a | 17
Properties=species:S:1:pos:R:3:lowdin_charge:R:1 method="wB97M-V/def2-TZVPD" total_charge=0 orbital_gap_ev=9.650 e_lumo_ev=0.85 spin_multiplicity=1
C 1.963 0.909 0.265 -0.007
C 1.299 0.232 -0.735 -0.158
C 0.459 -0.884 -0.430 -0.468
C -0.122 -0.930 0.944 -0.132
C -1.455 -0.836 0.216 -0.313
C -2.001 0.473 0.107 -0.192
C -2.029 1.672 -0.075 0.063
H 2.128 0.442 1.402 0.110
H 2.889 1.678 0.180 0.097
H 1.874 0.401 -1.587 0.085
H 0.870 -1.852 -0.673 0.138
H 0.420 -0.103 1.586 0.104
H -0.362 -1.718 1.814 0.155
H -2.327 -1.628 0.438 0.171
H -0.849 0.237 -1.709 0.190
H -1.980 2.860 -0.461 0.122
N -0.775 -0.953 -1.282 0.038



b | 17
Properties=species:S:1:pos:R:3:lowdin_charge:R:1 method="wB97M-V/def2-TZVPD" total_charge=0 smiles="C=CCc1cc[nH]c1" orbital_gap_ev=9.126 e_lumo_ev=0.98 spin_multiplicity=1
C -0.114 1.122 2.150 -0.014
C -1.209 0.657 1.510 -0.176
C -1.199 -0.731 0.771 -0.182
C -0.315 -0.535 -0.412 -0.267
C -0.263 0.603 -1.424 -0.021
C 0.934 0.414 -2.091 -0.129
N 1.618 -0.611 -1.423 -0.030
C 0.807 -1.249 -0.584 -0.158
H -0.070 2.131 2.604 0.057
H 0.806 0.515 2.013 0.069
H -2.233 1.126 1.404 0.105
H -2.292 -1.058 0.456 0.134
H -0.819 -1.498 1.439 0.096
H -0.977 1.264 -1.832 0.074
H 1.556 0.929 -2.954 0.143
H 2.614 -0.893 -1.519 0.162
H 1.154 -2.185 -0.108 0.137



c | 17
Properties=species:S:1:pos:R:3:lowdin_charge:R:1 method="wB97M-V/def2-TZVPD" total_charge=0 orbital_gap_ev=8.546 e_lumo_ev=0.81 spin_multiplicity=1
C -1.120 0.172 0.736 -0.186
C -1.871 -0.847 -0.409 0.025
C 0.688 -1.283 -0.352 -0.163
C 1.640 -0.301 0.378 -0.100
C 1.023 0.992 -0.256 -0.189
C -0.474 1.318 0.046 -0.242
C -0.525 -0.536 -0.656 -0.438
H -2.203 0.370 1.076 0.157
H -0.532 -0.213 1.637 0.140
H -2.729 -0.122 -0.556 0.063
H 1.069 -1.553 -1.421 0.157
H 2.704 -0.436 -0.005 0.132
H 1.383 -0.295 1.446 0.101
H 1.536 1.942 -0.582 0.145
H -0.958 2.365 0.077 0.164
H 0.433 -2.377 0.081 0.171
N -0.062 0.803 -1.242 0.064



d | 17
Properties=species:S:1:pos:R:3:lowdin_charge:R:1 method="wB97M-V/def2-TZVPD" total_charge=0 smiles="c1ccncc1.C=C" orbital_gap_ev=10.419 e_lumo_ev=0.71 spin_multiplicity=1
C 0.989 0.077 1.231 -0.075
C 0.811 1.298 0.582 -0.098
C 0.717 1.272 -0.781 -0.204
N 0.972 0.191 -1.543 0.074
C 1.159 -1.026 -0.852 -0.174
C 1.194 -1.142 0.502 -0.110
H 1.405 0.108 2.348 0.145
H 0.827 2.178 1.127 0.084
H 0.524 2.122 -1.332 0.085
H 1.416 -1.876 -1.562 0.123
H 1.296 -2.195 0.879 0.121
C -1.856 -0.847 -0.099 -0.084
C -1.995 0.441 -0.144 -0.098
H -1.365 -1.448 -0.926 0.083
H -2.043 -1.158 0.873 0.037
H -1.600 1.067 -0.950 0.053
H -2.450 0.937 0.644 0.039



Bottom line: b, by a margin of 8.7 kcal/mol.